Entry 1:
The following is a DFT calculation (ωB97M-V with the def2-TZVPD basis set) of a structure of composition C20H56BFN2O12P2Si3.

ORCA input file:
```
! RIJCOSX wB97M-V def2-TZVPD def2/J DEFGRID3
* xyz 0 1
C 1.201 -4.562 -2.086
C -0.413 -4.690 -2.429
C -1.101 -3.209 -2.789
C -0.930 -2.937 -4.396
C -0.432 -1.429 -4.800
C 0.906 -0.917 -3.937
Si 0.287 0.543 -2.836
F -1.376 0.083 -2.313
O 1.200 0.795 -1.357
Si 2.917 0.488 -1.565
C 3.366 -1.424 -1.547
N 4.602 -1.729 -0.725
C 3.781 1.205 0.048
C 2.846 1.000 1.403
O 2.855 2.288 2.112
Si 1.243 2.955 2.317
C 0.179 3.037 0.715
C 1.501 4.818 2.885
C 0.312 2.006 3.759
N 3.658 1.378 -2.945
C 5.041 0.867 -3.295
C 6.239 1.393 -2.297
B 0.050 2.151 -3.915
O 1.134 2.888 -4.599
O -1.341 2.689 -4.119
H 1.806 -4.047 -2.969
H 1.333 -4.007 -1.052
H 1.649 -5.654 -1.913
H -0.542 -5.455 -3.311
H -0.932 -5.074 -1.429
H -0.565 -2.440 -2.090
H -2.238 -3.257 -2.432
H -0.151 -3.698 -4.825
H -1.985 -3.092 -4.934
H -1.302 -0.611 -4.783
H -0.076 -1.478 -5.938
H 1.739 -0.562 -4.693
H 1.279 -1.859 -3.351
H 2.422 -2.065 -1.196
H 3.535 -1.719 -2.684
H 4.366 -1.769 0.291
H 5.386 -1.060 -0.920
H 3.981 2.352 -0.174
H 4.860 0.729 0.219
H 1.773 0.588 1.181
H 3.410 0.181 2.064
H -0.275 1.975 0.443
H -0.736 3.765 0.814
H 0.815 3.358 -0.243
H 1.621 5.526 1.934
H 0.646 5.162 3.612
H 2.545 4.826 3.422
H -0.705 2.509 4.048
H 0.148 0.872 3.476
H 1.027 2.092 4.689
H 3.830 2.359 -2.569
H 5.290 1.313 -4.373
H 5.125 -0.297 -3.401
H 5.887 2.186 -1.499
H 7.096 1.901 -2.917
H 6.753 0.513 -1.676
H 1.052 2.587 -5.573
H -1.925 1.947 -4.501
C -7.130 -5.589 -0.813
O -6.565 -5.150 -2.035
P -5.149 -6.044 -2.471
O -4.660 -4.819 -3.252
O -6.063 -7.008 -3.457
C -7.170 -6.471 -4.166
O -3.734 -6.938 -2.907
C -3.364 -7.010 -4.276
H -8.018 -4.990 -0.600
H -7.416 -6.641 -0.888
H -6.406 -5.458 -0.004
H -7.018 -5.421 -4.433
H -8.075 -6.573 -3.554
H -7.313 -7.044 -5.081
H -3.304 -6.021 -4.738
H -4.066 -7.640 -4.827
H -2.373 -7.467 -4.335
C 1.787 7.259 8.433
O 0.392 7.238 8.197
P -0.131 5.780 7.427
O -1.307 6.558 6.828
O -0.561 5.159 8.898
C -1.086 6.003 9.911
O -0.653 4.321 6.657
C -2.000 3.904 6.822
H 2.049 8.200 8.923
H 2.070 6.426 9.082
H 2.324 7.188 7.483
H -1.654 6.842 9.496
H -0.263 6.381 10.531
H -1.749 5.419 10.549
H -2.709 4.698 6.574
H -2.168 3.556 7.843
H -2.181 3.070 6.140
*
```



Entry 2:
The following is a DFT calculation (ωB97M-V with the def2-TZVPD basis set) of an isolated molecule of C3H2S5.

Properties
SMILES string: S=C(S)C(=S)C(=S)S

ORCA input file:
```
! RIJCOSX wB97M-V def2-TZVPD def2/J DEFGRID3
* xyz 0 1
S 2.507 0.453 -0.221
C 1.238 -0.446 -0.489
S 0.933 -1.384 -2.087
C 0.039 -0.656 0.423
S -0.296 -1.860 1.344
C -0.665 0.678 0.428
S -1.227 1.141 -1.075
S -0.617 1.583 1.971
H -0.324 -1.916 -1.788
H -1.588 2.407 1.494
*
```



Entry 3:
The following is a DFT calculation (ωB97M-V with the def2-TZVPD basis set) of a structure of composition C47H108F18N5O8P4S2.

ORCA input file:
```
! RIJCOSX wB97M-V def2-TZVPD def2/J DEFGRID3
* xyz 3 1
C 4.080 -1.336 -1.638
F 3.518 -1.988 -2.659
F 4.925 -2.188 -1.154
F 4.834 -0.262 -2.077
S 2.665 -0.667 -0.471
O 3.029 0.626 0.087
O 1.501 -0.650 -1.301
N 2.622 -1.952 0.703
S 2.162 -1.227 2.045
O 0.982 -0.331 2.038
O 1.990 -2.337 3.022
C 3.655 -0.152 2.829
F 3.552 1.055 2.455
F 3.528 -0.161 4.099
F 4.738 -0.672 2.438
C -8.796 -2.371 6.763
C -8.268 -1.102 5.990
C -7.931 -1.480 4.516
C -6.872 -0.462 3.982
P -6.254 -0.950 2.307
C -5.343 0.557 1.849
C -4.777 0.500 0.409
C -3.665 1.474 -0.008
C -4.181 2.893 -0.020
C -4.915 -2.350 2.435
C -5.403 -3.809 2.651
C -4.434 -4.911 3.293
C -5.195 -6.166 3.613
C -7.580 -1.184 1.017
C -7.189 -2.049 -0.270
C -8.354 -2.885 -0.868
C -9.383 -1.883 -1.596
H -9.195 -2.000 7.707
H -7.969 -3.050 6.970
H -9.602 -2.946 6.306
H -7.362 -0.837 6.536
H -8.764 -0.165 6.243
H -8.886 -1.700 4.040
H -7.421 -2.443 4.512
H -6.002 -0.610 4.621
H -7.162 0.587 4.038
H -4.480 0.656 2.507
H -6.056 1.344 2.097
H -5.549 0.693 -0.335
H -4.432 -0.477 0.070
H -3.048 1.164 -0.851
H -2.917 1.530 0.783
H -4.875 3.129 -0.826
H -3.330 3.562 -0.149
H -4.554 3.109 0.982
H -4.435 -2.146 3.392
H -4.100 -2.217 1.723
H -5.859 -4.099 1.704
H -6.236 -3.732 3.350
H -4.046 -4.520 4.234
H -3.659 -5.173 2.573
H -5.692 -6.579 2.735
H -5.960 -6.012 4.375
H -4.570 -6.973 3.993
H -8.003 -0.213 0.759
H -8.311 -1.703 1.637
H -6.459 -2.770 0.098
H -6.629 -1.407 -0.950
H -8.892 -3.467 -0.121
H -7.970 -3.596 -1.600
H -10.044 -2.385 -2.302
H -9.014 -1.008 -2.131
H -10.074 -1.469 -0.862
C -0.029 3.995 -14.879
C -0.347 4.812 -13.623
C 0.489 4.535 -12.333
C 0.791 3.089 -12.092
P -0.376 2.457 -10.806
C 0.107 0.748 -10.413
C -1.021 -0.165 -9.911
C -1.129 -0.004 -8.404
C -2.292 -0.797 -7.712
C -0.441 3.497 -9.242
C 0.902 3.612 -8.460
C 0.742 4.624 -7.380
C 2.108 4.846 -6.711
C -2.095 2.421 -11.582
C -2.222 1.617 -12.866
C -3.385 1.990 -13.821
C -3.422 1.140 -15.174
H -0.385 2.979 -14.709
H 1.048 3.970 -15.044
H -0.485 4.492 -15.735
H -1.418 4.778 -13.426
H -0.146 5.827 -13.966
H 0.136 5.185 -11.532
H 1.460 4.990 -12.525
H 1.777 2.972 -11.642
H 0.859 2.498 -13.005
H 0.961 0.783 -9.737
H 0.410 0.287 -11.354
H -0.817 -1.151 -10.327
H -1.966 0.212 -10.300
H -1.293 1.049 -8.176
H -0.203 -0.236 -7.877
H -1.895 -0.869 -6.699
H -2.353 -1.809 -8.112
H -3.234 -0.254 -7.644
H -1.317 3.279 -8.631
H -0.787 4.484 -9.551
H 1.720 3.982 -9.077
H 1.299 2.739 -7.942
H 0.040 4.408 -6.574
H 0.567 5.544 -7.937
H 2.228 4.208 -5.836
H 2.019 5.831 -6.253
H 2.922 4.792 -7.433
H -2.403 3.441 -11.815
H -2.757 2.114 -10.773
H -2.377 0.551 -12.698
H -1.228 1.738 -13.296
H -3.256 3.043 -14.071
H -4.352 1.914 -13.322
H -4.302 1.380 -15.772
H -3.347 0.056 -15.098
H -2.533 1.383 -15.755
C 12.777 0.233 5.571
C 13.598 0.856 4.291
C 13.243 0.269 2.932
O 11.928 -0.066 2.744
C 11.515 -0.862 1.621
N 13.302 2.335 4.261
H 13.980 3.083 4.225
H 12.665 2.537 3.504
H 12.864 2.583 5.137
H 13.167 -0.739 5.873
H 11.764 -0.012 5.251
H 12.774 0.869 6.456
H 14.669 0.779 4.480
H 13.826 -0.629 2.729
H 13.517 0.799 2.019
H 12.022 -0.724 0.667
H 10.474 -0.580 1.467
H 11.432 -1.902 1.938
C -2.178 0.070 13.688
C -2.371 -0.576 12.275
O -3.371 -1.055 11.759
N -1.144 -0.395 11.397
H -1.175 0.468 10.874
H -0.453 -0.232 12.116
C -0.748 -1.594 10.520
H -1.299 0.714 13.724
H -2.201 -0.779 14.371
H -3.095 0.640 13.835
H -0.695 -2.439 11.207
H 0.179 -1.190 10.114
H -1.578 -1.762 9.835
C 1.928 -6.931 -1.538
C 2.053 -7.680 -0.238
O 1.764 -8.856 -0.156
N 2.730 -6.777 0.805
H 2.363 -5.849 0.647
H 2.355 -7.127 1.675
C 4.243 -6.921 0.728
H 1.297 -7.600 -2.123
H 2.937 -6.796 -1.928
H 1.457 -5.955 -1.651
H 4.557 -6.460 -0.209
H 4.606 -7.948 0.767
H 4.635 -6.228 1.473
C 5.747 5.403 8.840
C 5.547 6.760 9.371
O 5.392 7.751 8.703
N 5.608 6.826 10.868
H 5.480 5.880 11.196
H 6.552 7.097 11.104
C 4.451 7.571 11.505
H 4.787 4.909 8.686
H 6.515 4.787 9.309
H 6.153 5.565 7.842
H 4.682 8.625 11.354
H 4.678 7.475 12.567
H 3.548 7.179 11.036
P -1.175 4.084 7.381
F -2.383 4.715 6.408
F -1.851 2.675 6.994
F -0.132 4.084 6.104
F -0.019 3.285 8.219
F -0.606 5.527 7.794
F -2.179 3.946 8.649
P 3.193 -8.617 7.389
F 3.462 -10.198 7.474
F 2.303 -8.692 5.969
F 1.790 -8.881 8.077
F 2.948 -6.986 7.355
F 3.984 -8.553 8.823
F 4.555 -8.447 6.567
*
```



Entry 4:
The following is a DFT calculation (ωB97M-V with the def2-TZVPD basis set) of a structure of composition C4H4O2Yb.

ORCA input file:
```
! RIJCOSX wB97M-V def2-TZVPD def2/J DEFGRID3
* xyz 2 1
H -1.693 1.135 -0.671
O 2.911 0.754 -0.571
C 2.013 0.242 -0.048
C 1.004 -0.330 0.585
C -1.135 0.266 -0.282
C -0.316 0.425 0.936
H 1.180 -1.333 0.979
H -0.805 -0.047 1.795
H -0.139 1.499 1.093
O -1.013 -0.748 -0.988
Yb -2.007 -1.865 -2.828
*
```



| no. | E_LUMO (eV) | electronic energy (Ha) | maximum force (eV/A) |
| --- | --- | --- | --- |
| 1 | -3.121 | -3483.770926 | 10.29 |
| 2 | -1.552 | -2106.366105 | 3.77 |
| 3 | -5.520 | -6689.858025 | 5.08 |
| 4 | -10.527 | -1463.276192 | 2.28 |